This record from the OMol25 dataset describes a cluster of 2 separate species, C2H3ClN4O2 in total at a distorted geometry. The level of theory is ωB97M-V with the def2-TZVPD basis set.

Structure (XYZ):
```
12
Properties=species:S:1:pos:R:3:forces:R:3:mulliken_charge:R:1
C -1.671 0.900 0.736 -2.7 0.6 -3.4 -0.456
C -1.050 0.422 1.622 0.3 0.2 0.5 -0.311
N 2.260 0.163 -0.242 1.7 0.4 4.3 0.952
N 1.461 0.789 -0.938 -1.3 -0.4 -4.4 -0.871
N 3.052 -0.725 -0.644 -0.7 -0.1 -2.0 -0.363
N 0.881 1.924 -0.423 1.0 -1.3 1.1 1.181
O -0.037 2.270 -1.078 -1.3 1.4 -0.6 -0.540
O 1.327 2.396 0.600 0.2 0.5 0.7 -0.639
Cl 3.929 -1.452 0.557 0.4 -0.2 1.0 -0.046
H -2.321 1.172 -0.164 1.5 -0.4 2.0 0.353
H -0.479 0.266 2.467 0.7 -0.6 1.1 0.435
H 2.296 0.459 0.768 0.1 -0.1 -0.2 0.306
```
Positions in Å, forces in eV/Å.

Net charge: 0
Spin multiplicity: 1
Energy above the lowest of the compared OMol25 structures with the same formula, charge and spin, kcal per mole: 134.70
Electronic energy, Eh: -907.3722
HOMO energy (spin up / spin down), eV: -10.07 / -10.07
Orbital gap (spin up / spin down), eV: 8.94 / 8.94
LUMO energy (spin up / spin down), eV: -1.124 / -1.124